# 1
{"formula": "C20H15CoN3O5", "method": "ωB97M-V/def2-TZVPD", "elements": ["Co", "O", "C", "C", "C", "C", "C", "C", "C", "O", "N", "N", "C", "C", "C", "C", "C", "C", "N", "H", "H", "H", "H", "H", "H", "H", "H", "H", "H", "O", "C", "C", "C", "C", "C", "C", "C", "O", "O", "H", "H", "H", "H", "H"], "xyz": [[0.43016, 0.45345, -0.76642], [2.53971, -2.62024, -3.22006], [1.50333, -3.48005, -3.28732], [1.63965, -4.57117, -4.14898], [0.62230, -5.49300, -4.26650], [-0.55622, -5.35358, -3.53400], [-0.68966, -4.27473, -2.68655], [0.32789, -3.32429, -2.54237], [0.14405, -2.18312, -1.61789], [1.09109, -1.30442, -1.55250], [-0.96258, -2.14170, -0.89643], [-0.90518, -1.00169, -0.15089], [-1.56866, -0.85790, 0.92282], [-1.22972, 0.36319, 1.68956], [-1.91878, 0.74750, 2.82843], [-1.51899, 1.89806, 3.48956], [-0.45585, 2.63459, 2.99341], [0.17508, 2.18638, 1.84302], [-0.18792, 1.07011, 1.21912], [2.27078, -1.91599, -2.59801], [2.55774, -4.66183, -4.71278], [0.74441, -6.33384, -4.93849], [-1.35389, -6.07686, -3.62904], [-1.59004, -4.13627, -2.10452], [-2.27813, -1.59094, 1.29486], [-2.75244, 0.15560, 3.17969], [-2.04201, 2.22009, 4.38043], [-0.12063, 3.54208, 3.47330], [0.98809, 2.73500, 1.38580], [-2.16448, 2.04000, -4.51072], [-2.40352, 3.06794, -3.65756], [-3.34963, 4.04329, -3.96161], [-3.55321, 5.11308, -3.10867], [-2.80414, 5.23610, -1.94583], [-1.85553, 4.27157, -1.65785], [-1.64724, 3.17106, -2.48623], [-0.62942, 2.16026, -2.07296], [-0.71961, 0.96216, -2.44720], [0.26414, 2.50131, -1.22790], [-2.74741, 2.13046, -5.26897], [-3.91681, 3.95898, -4.88191], [-4.29478, 5.85980, -3.36220], [-2.95140, 6.07615, -1.28174], [-1.24227, 4.34785, -0.76991]], "atomic_forces_ev_per_a": [[-0.245, -0.104, -0.312], [-0.053, -0.197, -0.101], [0.271, 0.060, -0.102], [-0.067, 0.016, 0.047], [0.023, -0.057, -0.050], [0.041, 0.102, 0.031], [-0.045, -0.018, 0.045], [-0.197, 0.031, 0.146], [0.108, -0.289, -0.464], [0.079, 0.295, 0.260], [0.095, 0.498, 0.345], [0.007, -0.470, -0.050], [0.096, 0.382, 0.180], [-0.181, -0.366, -0.190], [0.056, 0.108, 0.059], [-0.064, -0.041, 0.031], [0.056, -0.021, -0.100], [-0.036, 0.016, 0.029], [0.010, -0.020, -0.113], [-0.014, 0.131, 0.069], [0.013, -0.008, -0.005], [-0.003, 0.005, 0.004], [-0.005, -0.007, -0.006], [-0.007, -0.009, -0.001], [0.023, -0.017, -0.013], [-0.009, -0.002, -0.004], [0.010, 0.010, 0.004], [-0.003, 0.006, 0.016], [0.002, 0.032, 0.033], [-0.017, 0.076, 0.170], [0.147, -0.147, -0.152], [-0.005, 0.015, 0.067], [-0.011, 0.010, -0.012], [-0.002, -0.045, -0.042], [0.039, 0.001, 0.073], [0.173, 0.182, -0.102], [-0.286, -0.042, -0.036], [0.001, 0.177, 0.252], [0.086, -0.277, 0.099], [-0.056, -0.027, -0.118], [-0.019, 0.002, 0.004], [-0.003, 0.002, 0.003], [-0.005, 0.005, 0.007], [-0.004, 0.005, 0.000]], "largest_force_ha_per_bohr": 0.0119, "energy_ha": -2694.4443, "orbital_gap_ev": [7.373, 7.296], "charge": 0, "homo_energy_ev": [-7.991, -7.994], "e_lumo_ev": [-0.6, -0.7], "spin_multiplicity": 4}

***

# 2
{"formula": "C20H15IN2O7ReSSe", "method": "ωB97M-V/def2-TZVPD", "elements": ["Re", "O", "S", "O", "O", "O", "O", "C", "C", "O", "O", "C", "C", "C", "C", "C", "C", "C", "C", "C", "C", "C", "C", "H", "H", "H", "H", "H", "H", "H", "H", "H", "H", "H", "I", "C", "C", "C", "C", "N", "C", "H", "H", "H", "H", "Se", "C", "N"], "xyz": [[0.07752, 0.63852, 0.71351], [2.24225, 3.97525, 0.18021], [1.14852, 3.10282, 0.33594], [-0.15707, 3.94016, 0.36322], [1.12925, 2.25180, 1.59096], [0.94686, 2.03515, -0.70915], [-1.56166, 1.64386, 0.49820], [-2.71251, 0.97256, -0.02382], [-2.22595, -0.37986, -0.60482], [-2.93090, -1.18594, -1.13722], [-0.90031, -0.55291, -0.44540], [-3.67042, 0.78315, 1.14667], [-4.20446, 1.92678, 1.73745], [-5.00329, 1.82959, 2.86105], [-5.27894, 0.58278, 3.41118], [-4.75436, -0.55670, 2.82702], [-3.95223, -0.45951, 1.69588], [-3.30937, 1.78363, -1.16459], [-2.51603, 2.62961, -1.92671], [-3.06328, 3.32488, -2.99660], [-4.40120, 3.16587, -3.31990], [-5.19171, 2.30369, -2.57157], [-4.64998, 1.61601, -1.49894], [-0.93309, 3.31346, 0.37972], [-3.99095, 2.89799, 1.30792], [-5.41346, 2.72447, 3.30942], [-5.90550, 0.50383, 4.28954], [-4.96786, -1.53036, 3.24755], [-3.56534, -1.36144, 1.23981], [-1.46436, 2.74375, -1.70630], [-2.43570, 3.98751, -3.57764], [-4.82808, 3.70794, -4.15343], [-6.23518, 2.16634, -2.82209], [-5.26716, 0.94195, -0.92095], [3.74070, -1.78582, -3.28979], [3.42364, -1.26536, -1.30922], [4.40068, -1.45268, -0.34430], [4.12561, -1.08650, 0.96044], [2.89005, -0.55111, 1.26383], [1.95031, -0.36471, 0.32600], [2.21346, -0.70929, -0.93973], [5.36042, -1.87498, -0.60872], [4.85654, -1.21833, 1.74435], [2.62738, -0.25623, 2.26912], [1.42012, -0.54191, -1.65544], [-0.29207, -0.57225, 2.73093], [0.35622, -2.26470, 2.26726], [0.75909, -3.30826, 1.99427]], "atomic_forces_ev_per_a": [[0.134, 0.219, 0.273], [0.010, 0.036, -0.010], [-0.059, -0.647, 0.148], [-0.110, 0.081, -0.051], [-0.003, 0.435, 0.150], [0.057, 0.182, 0.126], [-0.052, -0.002, -0.452], [0.037, 0.130, 0.200], [0.256, -0.206, -0.006], [-0.021, 0.234, 0.050], [-0.551, -0.217, -0.338], [0.039, -0.124, -0.038], [0.045, 0.028, -0.047], [-0.014, -0.031, 0.025], [-0.010, 0.006, -0.002], [-0.029, -0.003, 0.017], [0.015, -0.035, -0.037], [-0.098, -0.124, 0.049], [0.008, 0.020, -0.050], [-0.009, 0.005, 0.000], [-0.015, 0.002, 0.005], [0.006, 0.021, -0.013], [0.047, 0.011, -0.002], [0.075, 0.047, 0.039], [0.005, 0.010, -0.010], [-0.006, 0.016, 0.006], [-0.006, 0.000, 0.015], [-0.003, -0.013, 0.000], [0.002, 0.011, 0.010], [0.053, -0.021, 0.016], [-0.002, 0.007, -0.015], [0.003, 0.002, -0.007], [-0.009, 0.004, -0.010], [-0.008, -0.018, 0.022], [0.014, -0.014, -0.040], [-0.051, 0.031, 0.053], [0.051, -0.024, -0.060], [-0.092, 0.031, 0.073], [0.066, -0.011, -0.050], [0.000, -0.018, 0.105], [-0.106, -0.098, -0.088], [-0.003, -0.012, 0.000], [0.007, -0.001, 0.004], [0.032, 0.020, 0.013], [0.026, 0.012, -0.016], [0.357, -0.009, -0.140], [-0.176, 0.022, 0.112], [0.085, 0.002, -0.031]], "largest_force_ha_per_bohr": 0.0133, "energy_ha": -4582.9901, "orbital_gap_ev": [7.114, 7.198], "charge": 0, "relative_energy_ev": 0.000, "homo_energy_ev": [-9.043, -8.756], "e_lumo_ev": [-1.9, -1.6], "spin_multiplicity": 2}

***

# 3
{"formula": "C20H16ClCrN3O6SSe", "method": "ωB97M-V/def2-TZVPD", "elements": ["Cr", "Cl", "C", "C", "C", "C", "O", "C", "C", "O", "C", "H", "H", "H", "H", "N", "N", "C", "O", "O", "H", "H", "H", "Se", "C", "C", "C", "N", "C", "C", "H", "H", "H", "H", "O", "C", "O", "C", "C", "C", "C", "S", "C", "C", "H", "H", "H", "H", "H"], "xyz": [[0.74843, -0.56178, -1.18376], [-1.10728, 6.51426, -2.30283], [-0.48984, 4.87542, -2.31772], [0.65022, 4.58124, -3.08960], [1.15212, 3.31409, -3.13507], [0.55460, 2.23178, -2.40210], [1.03470, 1.06093, -2.49851], [-0.59003, 2.57610, -1.61498], [-1.28138, 1.59816, -0.82925], [-0.96268, 0.42150, -0.65032], [-1.09615, 3.89066, -1.59695], [1.12709, 5.37883, -3.64563], [2.03369, 3.07995, -3.71757], [-2.20556, 1.95029, -0.34510], [-1.97176, 4.11024, -0.99716], [4.15411, 0.59233, -1.86242], [4.43686, -0.68780, -2.38661], [3.41581, -1.63849, -2.60232], [3.66263, -2.55461, -3.38933], [2.34918, -1.47080, -1.92466], [4.06756, 0.49244, -0.85585], [3.22699, 0.87043, -2.17506], [5.09014, -0.66774, -3.15001], [-0.22697, -2.81555, -0.36280], [-2.05855, -2.85424, -0.79440], [-2.68355, -2.00386, -1.71590], [-4.03183, -2.13930, -1.98553], [-4.83684, -3.04634, -1.42721], [-4.24243, -3.86017, -0.55053], [-2.90577, -3.80901, -0.21009], [-2.11045, -1.24363, -2.23035], [-4.49640, -1.46988, -2.70523], [-4.88206, -4.60594, -0.08427], [-2.50832, -4.50744, 0.51541], [0.01976, -2.20616, 6.53646], [-0.53274, -1.10709, 5.94120], [-1.43419, -0.54308, 6.51025], [0.06560, -0.68222, 4.66072], [0.98498, -1.45214, 3.93418], [1.54339, -0.98352, 2.76706], [1.21559, 0.28388, 2.25055], [1.95021, 0.89618, 0.80472], [0.26016, 1.02821, 2.96852], [-0.29610, 0.56403, 4.13965], [0.76523, -2.49747, 6.00137], [1.25579, -2.45900, 4.24238], [2.23392, -1.60054, 2.20701], [-0.02565, 1.99840, 2.58068], [-1.02226, 1.15847, 4.67897]], "atomic_forces_ev_per_a": [[0.410, 0.050, -0.285], [-0.029, 0.042, 0.014], [0.050, -0.069, -0.025], [-0.001, 0.026, 0.003], [-0.049, -0.107, 0.037], [0.029, 0.121, -0.096], [0.029, -0.064, 0.193], [-0.024, -0.077, 0.056], [0.146, -0.176, -0.020], [-0.295, 0.225, 0.057], [0.031, 0.004, -0.040], [0.007, 0.005, -0.008], [0.003, 0.013, -0.015], [-0.027, -0.021, 0.056], [-0.006, -0.004, 0.012], [-0.003, 0.008, 0.069], [-0.013, -0.109, -0.016], [0.017, 0.101, -0.001], [0.012, -0.015, -0.006], [-0.183, -0.034, 0.082], [-0.004, 0.022, 0.003], [-0.048, 0.038, -0.034], [0.028, 0.029, -0.037], [0.078, -0.050, 0.020], [-0.177, -0.002, 0.040], [0.122, 0.007, -0.021], [-0.026, 0.036, -0.033], [-0.021, -0.005, -0.002], [-0.033, -0.037, 0.016], [0.075, 0.032, 0.010], [-0.002, -0.011, 0.014], [-0.017, -0.004, -0.002], [-0.010, 0.005, -0.008], [0.012, 0.006, 0.010], [-0.086, -0.005, 0.039], [0.118, 0.108, -0.032], [-0.049, -0.039, 0.032], [-0.031, -0.024, 0.013], [-0.059, 0.056, 0.049], [0.020, -0.058, -0.059], [-0.035, 0.021, -0.060], [-0.030, 0.007, -0.031], [0.008, 0.099, 0.016], [0.023, -0.103, 0.004], [0.041, -0.035, -0.039], [-0.002, -0.002, 0.008], [-0.005, 0.002, 0.001], [0.011, 0.000, -0.010], [-0.004, -0.010, 0.022]], "largest_force_ha_per_bohr": 0.0098, "energy_ha": -5691.9470, "orbital_gap_ev": [5.578, 6.177], "charge": -2, "homo_energy_ev": [-1.634, -2.233], "e_lumo_ev": [3.9, 3.9], "spin_multiplicity": 5}